The following is a quantum chemistry calculation of one molecule with the formula C6H7NO2 in a non-equilibrium geometry, from OMol25.

Results
Orbital gap   9.809 eV
HOMO level   -0.3295 hartree
Strongest force on any atom   0.322 hartree/bohr
SMILES   CC(=O)Nc1ccco1
Relative energy (zero: lowest compared OMol25 entry of this formula, charge and spin)   328.2 kJ/mol

Cartesian coordinates (Å):
C -1.810 1.161 0.596
C -2.022 -0.214 -0.224
O -3.113 -0.577 -0.402
N -0.981 -0.858 -0.596
C 0.383 -0.566 -0.355
C 1.393 -1.125 0.428
C 2.585 -0.333 0.236
C 2.209 0.721 -0.524
O 0.821 0.575 -0.860
H -1.288 0.889 1.213
H -2.824 1.399 0.996
H -1.541 1.928 -0.042
H -1.166 -1.741 -0.999
H 1.285 -2.156 1.108
H 3.440 -0.510 0.633
H 2.627 1.407 -1.207

The following is a quantum chemistry calculation of a 6-piece molecular cluster, C28H50F9N2O7S overall, from OMol25.

Results
Orbital gap   6.738 eV
HOMO level   -0.4017 hartree
Strongest force on any atom   0.015 hartree/bohr
Total charge   +1
Relative energy (zero: lowest compared OMol25 entry of this formula, charge and spin)   0.0 kJ/mol

Cartesian coordinates (Å):
C -0.861 -1.860 -1.103
C -2.101 -1.635 -0.233
C -2.808 -0.316 -0.557
N -3.701 -0.552 -1.742
S -4.433 0.724 -2.511
C -4.125 2.258 -1.594
O -4.524 2.153 -0.273
N -3.673 3.086 0.624
O -3.285 2.482 1.498
C -6.314 0.531 -2.311
F -6.700 0.724 -3.578
F -6.809 1.508 -1.563
C -6.895 -0.845 -1.858
F -8.180 -0.792 -2.218
F -6.276 -1.798 -2.573
C -6.827 -1.136 -0.325
F -7.948 -0.696 0.243
F -5.781 -0.449 0.195
C -6.671 -2.643 0.024
F -5.435 -3.057 -0.246
F -7.529 -3.355 -0.699
F -6.918 -2.820 1.305
H -0.407 -2.835 -0.915
H -0.111 -1.079 -0.944
H -1.130 -1.830 -2.171
H -1.842 -1.618 0.831
H -2.814 -2.456 -0.380
H -3.432 0.030 0.266
H -2.049 0.437 -0.807
H -3.155 -0.993 -2.485
H -4.656 3.022 -2.184
H -3.041 2.406 -1.710
C -1.213 3.871 3.879
C -0.587 3.162 5.078
C 0.547 2.394 4.408
O 0.969 3.185 3.294
C 0.016 4.218 3.052
H -1.795 4.755 4.139
H -1.856 3.175 3.338
H -0.194 3.897 5.782
H -1.277 2.510 5.612
H 0.200 1.421 4.039
H 1.401 2.228 5.065
H 0.437 5.179 3.363
H -0.180 4.263 1.978
C 2.187 -3.131 -5.257
C 3.267 -2.832 -4.221
C 2.441 -2.334 -3.043
O 1.188 -3.025 -3.118
C 1.079 -3.694 -4.378
H 2.513 -3.835 -6.021
H 1.857 -2.211 -5.747
H 3.790 -3.753 -3.967
H 4.004 -2.101 -4.554
H 2.258 -1.255 -3.102
H 2.895 -2.550 -2.075
H 1.207 -4.771 -4.225
H 0.079 -3.520 -4.780
C 1.902 6.977 8.028
C 0.627 7.189 8.845
C -0.441 7.144 7.760
O 0.050 6.250 6.756
C 1.432 5.967 6.990
H 2.742 6.611 8.616
H 2.201 7.908 7.545
H 0.489 6.368 9.550
H 0.617 8.124 9.403
H -0.594 8.132 7.314
H -1.402 6.773 8.117
H 1.532 4.942 7.365
H 1.968 6.042 6.042
C 3.773 0.138 1.432
C 2.495 0.354 2.241
C 1.440 0.350 1.143
O 1.927 -0.517 0.111
C 3.305 -0.829 0.357
H 4.601 -0.256 2.019
H 4.093 1.079 0.980
H 2.336 -0.482 2.927
H 2.494 1.279 2.810
H 1.309 1.357 0.731
H 0.468 -0.016 1.484
H 3.379 -1.869 0.691
H 3.855 -0.726 -0.579
C 4.978 -7.035 -7.258
C 6.097 -6.003 -7.380
C 5.550 -4.859 -6.536
O 4.762 -5.465 -5.509
C 4.547 -6.847 -5.810
H 5.298 -8.054 -7.470
H 4.158 -6.787 -7.936
H 7.019 -6.390 -6.942
H 6.306 -5.703 -8.406
H 4.914 -4.195 -7.134
H 6.330 -4.258 -6.067
H 5.151 -7.459 -5.133
H 3.495 -7.080 -5.639

The following is a quantum chemistry calculation of ClErH2OP as an isolated structure in a non-equilibrium geometry, from OMol25.

Results
Spin multiplicity   4
Orbital gap (alpha / beta)   8.615 / 4.715 eV
HOMO level (alpha / beta)   -0.8789 / -0.8217 hartree
Strongest force on any atom   0.109 hartree/bohr
Total charge   +3

Cartesian coordinates (Å):
O 1.483 -0.270 -0.138
P 0.131 0.685 -0.705
Cl -1.591 -0.475 -0.087
H 2.346 0.252 -0.157
H 0.022 1.949 -0.022
Er -2.391 -2.141 1.109

The following is a quantum chemistry calculation of C25H21N4O5Tc as an isolated structure, from OMol25.

Results
Spin multiplicity   4
Orbital gap (alpha / beta)   6.866 / 5.315 eV
HOMO level (alpha / beta)   -0.4130 / -0.4120 hartree
Strongest force on any atom   0.010 hartree/bohr
Total charge   +1

Cartesian coordinates (Å):
Tc 0.619 -0.012 -0.094
O 3.129 -0.194 3.154
C 2.623 -0.501 2.112
O 1.565 0.159 1.621
C 3.040 -1.721 1.311
C 1.809 -2.618 1.110
C 2.209 -4.026 0.705
C 2.688 -3.814 -0.752
C 2.487 -2.321 -0.948
O 1.261 -2.079 -0.153
C 3.499 -1.478 -0.171
C 3.463 -0.017 -0.621
O 4.416 0.706 -0.590
O 2.264 0.378 -1.097
H 3.814 -2.227 1.884
H 1.043 -2.537 1.877
H 2.990 -4.402 1.363
H 1.364 -4.708 0.755
H 3.725 -4.100 -0.913
H 2.069 -4.371 -1.453
H 2.311 -1.998 -1.968
H 4.518 -1.832 -0.310
C 3.017 4.844 0.460
C 2.575 4.375 1.693
C 1.582 3.418 1.755
C 1.031 2.923 0.565
C 1.514 3.357 -0.674
C 2.488 4.333 -0.720
N 0.067 1.914 0.574
C -0.930 1.853 1.492
C -1.348 2.903 2.341
C -2.406 2.694 3.196
C -3.092 1.475 3.220
C -2.743 0.444 2.355
C -1.673 0.641 1.514
N -1.243 -0.259 0.513
N -2.142 -0.909 -0.149
C -1.632 -1.266 -1.370
C -2.353 -2.080 -2.252
C -1.851 -2.285 -3.510
C -0.646 -1.671 -3.888
C 0.023 -0.896 -2.981
N -0.452 -0.695 -1.730
H 3.799 5.589 0.419
H 3.028 4.738 2.606
H 1.289 2.986 2.702
H 1.110 2.933 -1.583
H 2.853 4.685 -1.675
H -0.864 3.866 2.289
H -2.727 3.496 3.847
H -3.925 1.344 3.897
H -3.289 -0.488 2.328
H -3.285 -2.510 -1.917
H -2.387 -2.907 -4.214
H -0.243 -1.795 -4.882
H 0.958 -0.401 -3.210